Molecular formula: C50H33AsN4O6SSn
Method: DFT, ωB97M-V/def2-TZVPD

Each line ends with the Löwdin charge.
CARTESIAN COORDINATES (ANGSTROEM)
Sn -0.12659 0.17466 0.80517  1.316
C 4.23307 -3.02229 5.90042  -0.107
C 3.08772 -3.26675 5.16969  -0.086
C 2.61368 -2.32553 4.26639  0.008
C 3.34833 -1.13509 4.01847  -0.230
C 4.54211 -0.91689 4.70966  -0.035
C 5.00135 -1.88224 5.60731  -0.091
C 2.85646 -0.25948 2.96745  -0.108
C 1.96179 0.71741 3.38467  -0.257
C 1.61738 0.90223 4.78753  -0.013
C 0.50854 1.66769 4.79696  -0.024
C 0.25969 2.03057 3.43349  -0.291
N 1.14932 1.48986 2.58754  0.026
C -0.86403 2.80483 2.93786  -0.064
C -1.17226 2.98610 1.58502  -0.227
C -2.28996 3.83747 1.17011  0.003
C -2.41645 3.65436 -0.16838  -0.001
C -1.40713 2.68982 -0.58198  -0.270
C -1.33763 2.14496 -1.89477  -0.073
C -2.06629 2.85452 -3.01150  -0.214
C -2.99252 2.16532 -3.75609  -0.029
C -3.57572 2.77634 -4.88182  -0.090
C -3.24978 4.07057 -5.18523  -0.128
C -2.39131 4.79458 -4.35920  -0.098
C -1.80531 4.19379 -3.26639  -0.044
C -0.41758 1.17473 -2.29170  -0.255
N 0.40039 0.50025 -1.45637  0.036
C 1.30713 -0.18534 -2.28117  -0.212
C 2.39486 -0.93482 -1.81127  -0.047
C 3.32785 -1.52895 -2.81634  -0.206
C 3.17733 -2.80361 -3.33667  -0.009
C 4.11775 -3.35967 -4.22565  -0.079
C 5.20675 -2.59763 -4.57226  -0.134
C 5.39844 -1.33812 -4.00618  -0.116
C 4.49281 -0.80402 -3.12879  -0.039
C 2.87209 -1.00760 -0.46774  -0.250
C 3.97314 -1.82548 -0.05401  -0.008
C 4.05290 -1.72448 1.31428  0.004
C 3.05640 -0.73509 1.67996  -0.264
N 2.37426 -0.30666 0.57193  0.032
C 0.92079 -0.07482 -3.64562  0.019
C -0.14840 0.77901 -3.65844  0.015
N -0.65479 2.34003 0.46188  -0.007
C -1.89610 3.38509 3.84602  -0.219
C -1.60200 4.51381 4.60901  -0.054
C -2.47555 5.14844 5.43826  -0.097
C -3.77622 4.63667 5.53373  -0.105
C -4.08556 3.47524 4.83878  -0.094
C -3.14302 2.85995 4.05002  -0.043
H 4.58999 -3.76281 6.55709  0.074
H 2.53386 -4.13630 5.44308  0.092
H 1.69333 -2.50908 3.73125  0.131
H 5.18420 -0.07629 4.46167  0.116
H 5.93283 -1.73425 6.12400  0.083
H 2.06192 0.38023 5.61818  0.101
H -0.06560 2.02626 5.62287  0.095
H -2.87904 4.54128 1.75054  0.111
H -3.18984 4.00736 -0.81459  0.101
H -3.19640 1.12588 -3.55687  0.117
H -4.33311 2.21516 -5.43207  0.100
H -3.78543 4.51694 -6.02367  0.092
H -2.19511 5.86068 -4.53848  0.098
H -1.09955 4.65707 -2.55958  0.130
H 2.36800 -3.42044 -3.01638  0.092
H 4.00991 -4.38728 -4.64025  0.111
H 5.95171 -2.90734 -5.29683  0.086
H 6.31887 -0.79368 -4.30991  0.102
H 4.64348 0.16867 -2.66188  0.124
H 4.61690 -2.46226 -0.64033  0.105
H 4.71200 -2.22035 2.02501  0.105
H 1.33460 -0.61100 -4.46989  0.109
H -0.62884 1.12762 -4.54020  0.094
H -0.63375 4.93897 4.48872  0.110
H -2.23634 6.07212 5.96925  0.098
H -4.54096 5.18183 6.04558  0.081
H -5.08649 3.04589 4.96704  0.104
H -3.45463 1.97024 3.48585  0.138
O -3.35346 -2.61683 0.56435  -0.396
As -3.34956 -1.11412 -0.34234  1.089
O -2.25741 -1.70348 -1.76957  -0.306
O -2.22953 -0.03660 0.38363  -0.795
C -2.83691 -2.72833 -2.42096  -0.407
C -4.02751 -2.56628 -3.14691  -0.051
C -4.62278 -3.65562 -3.82292  -0.113
C -4.02905 -4.89648 -3.75810  -0.124
C -2.84541 -5.04026 -3.02751  -0.077
C -2.23782 -3.99349 -2.37993  -0.189
S -0.72080 -4.28078 -1.43763  0.462
O 0.20501 -3.41363 -2.12962  -0.327
O -0.45574 -5.71524 -1.65998  -0.386
O -1.01021 -3.97289 -0.04244  -0.350
H -2.45206 -2.99117 0.35598  -0.017
H -4.47346 -1.60399 -3.17995  0.073
H -5.53681 -3.43965 -4.40777  0.094
H -4.38982 -5.76821 -4.28281  0.081
H -2.36130 -6.01188 -2.89870  0.101

Values from the calculation:
Relative energy (zero: lowest compared OMol25 entry of this formula, charge and spin) = 0.00 kcal/mol
Charge = -2

---

Molecular formula: C55H132BO23
Method: DFT, ωB97M-V/def2-TZVPD

Each line ends with the Löwdin charge.
CARTESIAN COORDINATES (ANGSTROEM)
O -22.84975 18.15108 -20.45463  0.096
C -23.47514 18.47106 -19.42816  -0.340
O -22.98618 18.95641 -18.27588  0.212
B -24.10276 19.39621 -17.39753  -0.902
O -25.28708 18.89801 -18.06123  0.249
C -24.98421 18.46181 -19.25060  -0.386
O -25.78559 18.13475 -20.12990  0.104
O -24.12553 20.84563 -17.26498  0.231
C -24.02860 21.18298 -15.97341  -0.362
O -23.93781 22.31983 -15.54233  0.126
C -23.97821 19.91369 -15.13200  -0.355
O -24.00202 18.89620 -15.99565  0.211
O -23.89195 19.81330 -13.90297  0.103
C -29.69836 24.59255 -15.73097  -0.072
C -28.29362 24.82987 -15.19955  -0.287
O -28.44144 25.42874 -13.92985  -0.179
C -27.20235 25.78902 -13.31450  -0.247
C -27.52875 26.69495 -12.07703  -0.066
H -30.37570 25.37285 -15.38391  0.077
H -29.68717 24.53119 -16.81919  0.070
H -30.11959 23.66118 -15.35254  0.060
H -27.58415 24.00572 -15.27389  0.123
H -27.95400 25.62747 -15.86030  0.108
H -26.59996 24.91480 -13.06758  0.116
H -26.62775 26.37150 -14.03467  0.107
H -28.02266 26.12589 -11.28942  0.060
H -28.19305 27.51952 -12.33564  0.066
H -26.63221 27.14653 -11.65230  0.065
C -15.41537 19.25681 -28.15679  -0.084
C -15.85235 18.62484 -26.88314  -0.312
O -17.23037 18.88963 -26.76657  -0.152
C -17.97468 17.90289 -26.14008  -0.293
C -17.82100 18.02384 -24.61582  -0.068
H -14.34854 19.41733 -28.31239  0.076
H -15.81479 18.70264 -29.00618  0.076
H -15.92339 20.22011 -28.20217  0.080
H -15.57366 17.57288 -26.82140  0.118
H -15.28051 19.03546 -26.05099  0.114
H -19.01828 18.07784 -26.40160  0.115
H -17.78758 16.89711 -26.51623  0.114
H -18.58089 17.41877 -24.12131  0.073
H -17.92269 19.06047 -24.29463  0.078
H -16.84227 17.67187 -24.28978  0.066
C -26.60551 11.67215 -11.58121  -0.079
C -25.78314 12.31934 -12.67741  -0.286
O -26.70244 13.01911 -13.52232  -0.154
C -26.00906 13.80326 -14.47662  -0.300
C -27.01555 14.10380 -15.53716  -0.091
H -25.92728 11.14669 -10.90890  0.072
H -27.24820 12.37975 -11.05742  0.075
H -27.26388 10.93144 -12.03507  0.072
H -25.04152 12.99017 -12.24373  0.108
H -25.24070 11.57241 -13.25703  0.115
H -25.63907 14.74093 -14.06191  0.120
H -25.17900 13.32547 -14.99702  0.117
H -27.42145 13.21777 -16.02533  0.077
H -26.51835 14.67444 -16.32154  0.076
H -27.87803 14.69718 -15.23363  0.075
C -27.15854 24.07514 -20.71070  -0.079
C -27.52368 22.60166 -20.92540  -0.264
O -28.76215 22.63399 -21.64213  -0.160
C -29.31740 21.35360 -21.92913  -0.274
C -30.77130 21.47147 -22.43554  -0.074
H -27.74231 24.63209 -19.97782  0.068
H -26.18256 24.13907 -20.22956  0.068
H -27.10384 24.59565 -21.66682  0.070
H -26.70179 22.04866 -21.38013  0.113
H -27.60103 22.17601 -19.92492  0.112
H -28.72992 20.75835 -22.62817  0.110
H -29.32530 20.75240 -21.01997  0.108
H -30.89900 22.23611 -23.20178  0.069
H -31.42687 21.77882 -21.62076  0.065
H -31.12641 20.48667 -22.73910  0.068
C -21.80622 8.21518 -22.76675  -0.073
C -22.02985 9.31231 -21.72540  -0.266
O -22.49074 10.49428 -22.40910  -0.175
C -22.82310 11.56184 -21.57907  -0.307
C -23.11297 12.81545 -22.40861  -0.067
H -22.77667 8.11665 -23.25317  0.075
H -21.04402 8.40508 -23.52246  0.073
H -21.52134 7.32228 -22.21027  0.070
H -22.84977 9.05635 -21.05435  0.110
H -21.16348 9.48423 -21.08669  0.113
H -23.61625 11.21480 -20.91682  0.118
H -21.95184 11.88648 -21.01020  0.111
H -23.64550 13.57549 -21.83689  0.076
H -23.82607 12.50605 -23.17272  0.066
H -22.25524 13.23600 -22.93352  0.076
C -22.93939 13.78847 -7.28010  -0.084
C -22.83395 14.71279 -8.45207  -0.292
O -24.09736 15.33167 -8.67322  -0.174
C -24.28974 16.21651 -9.74325  -0.280
C -25.77546 16.18347 -10.16777  -0.054
H -21.99622 13.25802 -7.14907  0.075
H -23.16336 14.33742 -6.36545  0.077
H -23.75755 13.09170 -7.46236  0.077
H -22.04701 15.43948 -8.25016  0.113
H -22.55438 14.20933 -9.37752  0.113
H -23.99951 17.20634 -9.39098  0.114
H -23.66941 15.97186 -10.60548  0.110
H -26.43166 16.44625 -9.33805  0.074
H -26.02199 15.20244 -10.57385  0.061
H -25.80992 16.91037 -10.97926  0.074
C -19.66756 16.80485 -13.32632  -0.077
C -19.69781 15.25857 -13.62471  -0.261
O -19.52057 15.00650 -15.00587  -0.176
C -20.55413 15.46850 -15.88072  -0.265
C -20.21029 14.92515 -17.27244  -0.068
H -20.64873 17.25200 -13.48586  0.064
H -19.47966 16.76777 -12.25328  0.060
H -18.89372 17.38583 -13.82807  0.074
H -18.86573 14.85519 -13.04764  0.104
H -20.59562 14.83854 -13.17127  0.107
H -21.52223 15.05952 -15.59157  0.112
H -20.60944 16.55694 -15.86231  0.112
H -19.45575 15.60378 -17.67021  0.072
H -21.05389 15.05808 -17.94977  0.069
H -19.95463 13.86572 -17.25398  0.075
C -28.44950 13.21048 -27.65153  -0.067
C -28.19539 13.85197 -26.26450  -0.307
O -29.03101 13.30272 -25.28917  -0.176
C -28.81016 13.83817 -23.92215  -0.204
C -29.39494 15.29157 -23.73726  -0.069
H -29.49859 13.20644 -27.94732  0.071
H -27.93702 13.77719 -28.42890  0.066
H -28.00383 12.21607 -27.67654  0.069
H -27.15824 13.65803 -25.99099  0.112
H -28.34788 14.93102 -26.28658  0.104
H -29.19124 13.19916 -23.12557  0.103
H -27.74314 13.81618 -23.70057  0.103
H -30.45639 15.39925 -23.96050  0.071
H -28.73464 15.96232 -24.28698  0.059
H -29.26081 15.54929 -22.68669  0.067
C -22.07536 21.82949 -24.15947  -0.070
C -23.59647 22.03555 -24.09217  -0.280
O -24.07498 22.42923 -25.38100  -0.167
C -25.51165 22.30598 -25.46756  -0.278
C -25.88842 22.53192 -26.91344  -0.088
H -21.79591 21.30591 -23.24521  0.069
H -21.77484 21.20359 -24.99974  0.075
H -21.56660 22.79044 -24.08298  0.068
H -24.05746 21.10596 -23.75832  0.110
H -23.84044 22.78244 -23.33670  0.112
H -25.83843 21.30458 -25.18738  0.115
H -25.99016 23.06264 -24.84579  0.114
H -25.55450 23.47149 -27.35367  0.074
H -26.97141 22.45241 -27.00781  0.073
H -25.42447 21.71714 -27.46931  0.074
C -31.52986 18.60688 -17.70218  -0.069
C -30.10755 18.69439 -17.05665  -0.252
O -30.20618 19.29040 -15.75961  -0.173
C -28.95425 19.51812 -15.14951  -0.286
C -29.10740 20.23182 -13.80788  -0.068
H -31.91237 19.59426 -17.96078  0.066
H -31.41690 18.15645 -18.68832  0.061
H -32.20534 17.95670 -17.14623  0.070
H -29.76451 17.66237 -16.98345  0.108
H -29.39510 19.26180 -17.65544  0.111
H -28.35695 18.61188 -15.04916  0.118
H -28.47297 20.22957 -15.82057  0.111
H -28.15987 20.63738 -13.45320  0.073
H -29.54536 19.62652 -13.01421  0.069
H -29.78436 21.07320 -13.95594  0.065
C -18.62631 21.08741 -17.01421  -0.043
C -17.68370 21.39336 -18.21141  -0.479
C -18.38050 21.40341 -19.54624  -0.067
O -17.21959 22.72625 -17.99358  -0.073
H -19.00752 20.06680 -17.04799  0.070
H -19.55719 21.65040 -16.94645  0.077
H -18.12936 21.15995 -16.04680  0.071
H -16.80953 20.74263 -18.23329  0.129
H -19.12719 22.19746 -19.53956  0.083
H -18.89525 20.46362 -19.74608  0.083
H -17.69888 21.60964 -20.37144  0.074
H -16.56015 22.87217 -18.67582  0.077
C -21.80123 25.69740 -18.04831  -0.081
C -21.32648 26.71152 -19.11025  -0.327
O -22.41877 27.56554 -19.36199  -0.082
H -21.01830 24.98382 -17.79156  0.066
H -22.54456 25.04586 -18.50770  0.069
H -22.28101 26.17881 -17.19616  0.073
H -21.12984 26.10626 -19.99517  0.104
H -20.41971 27.24013 -18.81627  0.101
H -22.43363 27.75896 -20.30219  0.078
C -26.11845 21.63659 -8.75242  -0.072
C -27.10395 22.79518 -8.42985  -0.342
O -26.37548 23.91786 -8.03447  -0.075
H -26.73400 20.94998 -9.33359  0.062
H -25.74414 21.07999 -7.89323  0.067
H -25.34829 21.98432 -9.44092  0.077
H -27.80194 22.51480 -7.64099  0.102
H -27.72724 22.98622 -9.30342  0.101
H -27.03835 24.51912 -7.68708  0.078
C -18.10536 20.74676 -10.41815  -0.080
C -19.56888 21.16797 -10.64043  -0.327
O -20.01348 22.04045 -9.62927  -0.089
H -18.07021 20.03519 -9.59320  0.065
H -17.49007 21.60270 -10.14086  0.072
H -17.79655 20.26148 -11.34402  0.066
H -20.27441 20.34517 -10.52505  0.105
H -19.81726 21.62702 -11.59734  0.114
H -19.96035 21.51494 -8.82764  0.074
C -18.66907 27.13872 -14.13673  -0.097
C -19.18836 25.78572 -13.70676  -0.310
O -18.98792 25.70997 -12.28665  -0.089
H -17.70339 27.35831 -13.68138  0.070
H -19.38631 27.93451 -13.93575  0.075
H -18.51077 27.16884 -15.21475  0.067
H -18.67646 24.94143 -14.16851  0.103
H -20.21409 25.59265 -14.02094  0.113
H -18.03158 25.74020 -12.20853  0.068

Values from the calculation:
Relative energy (zero: lowest compared OMol25 entry of this formula, charge and spin) = 48.43 kcal/mol
Charge = -1

---

Molecular formula: C20H18N3
Method: DFT, ωB97M-V/def2-TZVPD

Each line ends with the Löwdin charge.
CARTESIAN COORDINATES (ANGSTROEM)
C -0.23896 2.56001 2.61388  0.049
C 0.17152 2.25178 3.90629  0.000
C 0.69494 -0.04419 3.26937  0.023
C 0.38646 0.11177 1.94892  -0.146
C -0.11388 1.48364 1.57431  -0.018
C 0.08092 -0.62353 -0.39202  -0.048
C 0.63742 0.95479 4.24214  -0.353
C 0.62424 -3.47572 -3.46214  -0.068
C -0.54571 -3.51229 -2.74693  -0.063
C 1.54125 -2.47879 -3.16257  -0.061
C -0.75595 -2.56165 -1.75266  -0.003
C 1.37284 -1.53540 -2.17451  -0.021
C -1.27641 3.23600 -1.47191  0.013
C 0.21603 -1.57280 -1.43375  -0.254
C -1.32395 2.19335 -2.37823  -0.287
C -0.82904 2.98655 -0.24405  0.004
C -0.83555 0.92813 -2.04061  0.031
C -0.39563 1.68967 0.20473  -0.070
C -0.31486 0.65771 -0.77414  -0.098
N -1.82661 2.15728 -3.65155  0.111
N 0.44310 -0.83328 0.99317  0.037
N 1.08166 0.83143 5.43185  0.146
C 0.69847 -2.25357 1.29252  0.008
H -0.63288 3.50829 2.36972  0.093
H 0.15503 3.09399 4.56711  0.113
H 0.94863 -1.04160 3.51464  0.099
H 0.82118 -4.25665 -4.21037  0.124
H -1.19344 -4.24335 -3.10141  0.094
H 2.55063 -2.48212 -3.68432  0.136
H -1.65128 -2.62918 -1.11388  0.133
H 2.20977 -1.02612 -1.79738  0.120
H -1.59126 4.20780 -1.80197  0.130
H -0.80502 3.72792 0.44260  0.073
H -1.08387 0.09908 -2.74955  0.140
H -1.99395 1.23721 -4.04087  0.101
H -2.35651 2.89428 -4.08758  0.107
H 1.16764 1.70807 6.03716  0.171
H 1.63511 0.03752 5.68453  0.123
H -0.04284 -2.67535 2.02244  0.130
H 0.60037 -2.91686 0.51862  0.048
H 1.77038 -2.39383 1.63839  0.135

Values from the calculation:
SMILES string = Cn1c2cc(=[NH2+])ccc-2c2ccc(N)cc2c1-c1ccccc1
Charge = +1
E_tot = -936.93841 Ha